(1)
161
Properties=species:S:1:pos:R:3:lowdin_charge:R:1 method="wB97M-V/def2-TZVPD" de_lowest_kcal_mol=33.08 lumo_ev=2.884 e_tot_ha=-5566.0963 charge=-2 largest_force_ev_per_a=2.42
Cs -1.012 0.253 -0.743 1.22
Te -3.561 1.052 4.984 1.25
C -4.471 -0.382 6.257 -0.54
C -5.496 -0.042 7.134 -0.15
C -6.035 -1.014 7.962 -0.19
N -5.635 -2.285 7.987 0.03
C -4.648 -2.601 7.143 -0.17
C -4.045 -1.706 6.276 -0.13
C -2.738 -0.163 3.527 -1.04
P -0.980 -0.222 3.452 0.87
C -0.502 -0.911 5.090 -0.39
C -0.320 -0.160 6.250 -0.12
C -0.044 -0.777 7.464 -0.10
C 0.061 -2.158 7.543 -0.12
C -0.104 -2.921 6.394 -0.11
C -0.379 -2.300 5.185 -0.12
C -0.280 1.479 3.555 -0.39
C -1.052 2.569 3.165 -0.13
C -0.517 3.851 3.121 -0.07
C 0.807 4.061 3.466 -0.10
C 1.599 2.979 3.841 -0.11
C 1.062 1.703 3.876 -0.13
P -3.637 -0.187 1.943 0.89
C -3.470 -1.941 1.334 -0.38
C -4.401 -2.385 0.391 -0.11
C -4.390 -3.687 -0.077 -0.11
C -3.413 -4.575 0.361 -0.11
C -2.464 -4.139 1.271 -0.09
C -2.499 -2.837 1.761 -0.10
C -5.386 -0.401 2.479 -0.43
C -5.793 -1.439 3.314 -0.11
C -7.113 -1.550 3.715 -0.09
C -8.054 -0.625 3.272 -0.11
C -7.665 0.404 2.429 -0.10
C -6.334 0.515 2.037 -0.11
H -5.896 0.966 7.166 0.08
H -6.842 -0.752 8.641 0.09
H -4.317 -3.635 7.161 0.09
H -3.260 -2.028 5.600 0.08
H -0.413 0.917 6.204 0.09
H 0.075 -0.174 8.357 0.09
H 0.266 -2.638 8.493 0.09
H -0.023 -4.001 6.438 0.09
H -0.514 -2.901 4.293 0.08
H -2.075 2.411 2.841 0.06
H -1.136 4.673 2.779 0.10
H 1.233 5.057 3.417 0.08
H 2.642 3.138 4.096 0.09
H 1.690 0.862 4.158 0.10
H -5.155 -1.696 0.023 0.11
H -5.136 -4.004 -0.797 0.10
H -3.391 -5.593 -0.011 0.09
H -1.689 -4.817 1.613 0.09
H -1.755 -2.515 2.474 0.03
H -5.055 -2.151 3.655 0.10
H -7.406 -2.352 4.383 0.10
H -9.088 -0.711 3.586 0.09
H -8.391 1.128 2.079 0.09
H -6.022 1.326 1.390 0.10
O -2.044 -2.096 -1.767 -0.14
C -2.857 -2.375 -2.623 -0.27
C -3.699 -1.473 -3.394 -0.11
C -4.469 -2.061 -4.383 0.03
C -5.282 -1.301 -5.208 -0.19
C -5.353 0.103 -5.034 -0.02
C -4.617 0.710 -4.071 0.00
C -3.722 -0.024 -3.187 -0.38
O -3.036 0.547 -2.332 -0.24
N -6.037 -1.933 -6.236 -0.38
O -6.764 -1.239 -6.948 0.01
O -5.940 -3.151 -6.391 0.00
H -3.005 -3.442 -2.912 0.12
H -4.433 -3.135 -4.523 0.12
H -6.002 0.673 -5.683 0.11
H -4.656 1.782 -3.925 0.11
C 7.477 2.499 -0.811 -0.05
C 6.474 2.865 -1.913 -0.56
C 7.194 3.671 -3.003 -0.05
C 5.970 1.566 -2.538 -0.06
C 5.338 3.704 -1.324 -0.19
C 5.651 4.916 -0.684 -0.06
C 4.672 5.723 -0.138 -0.09
C 3.343 5.322 -0.220 -0.49
S 1.904 6.086 0.341 1.06
C 0.939 4.730 -0.308 -0.47
N 1.655 3.806 -0.868 0.13
C 3.000 4.115 -0.843 -0.30
C 4.009 3.320 -1.398 0.02
C -0.524 4.779 -0.116 -0.32
C -1.067 6.053 0.147 -0.14
C -2.402 6.188 0.475 -0.14
C -3.190 5.036 0.515 -0.13
C -2.633 3.806 0.206 -0.18
C -1.271 3.577 -0.107 -0.10
H 8.295 1.902 -1.224 0.08
H 6.992 1.918 -0.023 0.08
H 7.908 3.388 -0.348 0.07
H 8.017 3.089 -3.428 0.08
H 7.604 4.601 -2.607 0.07
H 6.502 3.928 -3.808 0.09
H 6.817 0.991 -2.923 0.09
H 5.292 1.761 -3.373 0.07
H 5.449 0.944 -1.808 0.07
H 6.685 5.234 -0.616 0.10
H 4.940 6.655 0.346 0.10
H 3.712 2.395 -1.869 0.09
H -0.466 6.957 0.080 0.06
H -2.822 7.166 0.683 0.08
H -4.242 5.111 0.779 0.08
H -3.305 2.946 0.229 0.06
C 5.143 -0.919 1.805 -0.04
C 3.830 -0.507 1.182 -0.41
C 3.619 0.990 1.160 -0.02
O 3.866 -1.016 -0.208 -0.20
P 2.464 -1.278 -0.916 0.46
O 1.315 -0.662 -0.260 -0.51
C 2.745 -0.628 -2.578 -0.20
P 1.371 -0.762 -3.742 0.47
O 0.060 -0.498 -3.153 -0.37
O 1.708 0.294 -4.881 -0.16
C 2.949 0.308 -5.614 -0.46
C 2.739 -0.359 -6.959 -0.04
C 3.379 1.757 -5.726 -0.04
O 1.629 -2.194 -4.376 -0.19
C 0.567 -3.086 -4.848 -0.40
C 0.094 -3.917 -3.675 -0.03
C -0.547 -2.340 -5.558 -0.04
O 2.342 -2.853 -1.065 -0.16
C 3.414 -3.805 -0.926 -0.44
C 4.311 -3.767 -2.148 -0.04
C 2.758 -5.152 -0.715 -0.04
H 5.180 -0.573 2.839 0.09
H 5.978 -0.471 1.261 0.08
H 5.262 -2.003 1.800 0.07
H 2.994 -0.996 1.685 0.14
H 4.443 1.483 0.638 0.07
H 3.583 1.370 2.183 0.08
H 2.676 1.255 0.683 0.08
H 3.648 -1.080 -2.992 0.07
H 2.924 0.439 -2.440 0.07
H 3.702 -0.244 -5.043 0.12
H 1.897 0.112 -7.470 0.09
H 2.528 -1.421 -6.839 0.07
H 3.629 -0.245 -7.581 0.08
H 2.706 2.302 -6.389 0.09
H 4.393 1.823 -6.125 0.08
H 3.354 2.237 -4.747 0.08
H 1.094 -3.716 -5.568 0.13
H -0.335 -3.285 -2.897 0.07
H 0.926 -4.480 -3.252 0.06
H -0.668 -4.625 -4.009 0.09
H -1.114 -1.714 -4.870 0.07
H -1.228 -3.068 -6.002 0.09
H -0.150 -1.715 -6.359 0.08
H 3.989 -3.532 -0.038 0.13
H 3.710 -3.858 -3.055 0.08
H 5.024 -4.594 -2.115 0.08
H 4.881 -2.838 -2.192 0.07
H 2.222 -5.464 -1.612 0.07
H 2.047 -5.099 0.109 0.09
H 3.514 -5.905 -0.482 0.08


(2)
72
Properties=species:S:1:pos:R:3:lowdin_charge:R:1 method="wB97M-V/def2-TZVPD" de_lowest_kcal_mol=0.00 lumo_ev=-4.195 e_tot_ha=-1474.0936 charge=+1 largest_force_ev_per_a=4.13
Li 0.168 1.467 -0.915 0.64
Li 1.566 -0.564 -0.985 0.66
O -0.068 -0.248 0.075 -0.55
H -0.572 -0.923 0.570 -0.08
C 4.077 -1.176 -2.781 -0.08
C 3.493 -2.406 -2.078 -0.24
N 2.044 -2.429 -1.841 -0.22
C 1.544 -3.576 -1.030 -0.24
C 2.255 -3.719 0.266 -0.09
C 1.367 -2.521 -3.154 -0.27
C -0.036 -2.027 -3.164 -0.08
H 5.088 -1.315 -3.162 0.09
H 4.130 -0.252 -2.205 0.06
H 3.454 -0.894 -3.630 0.06
H 3.759 -3.212 -2.762 0.13
H 4.084 -2.496 -1.166 0.11
H 0.527 -3.305 -0.748 0.10
H 1.600 -4.580 -1.452 0.14
H 3.334 -3.870 0.239 0.08
H 2.081 -2.823 0.861 0.08
H 1.860 -4.614 0.748 0.10
H 1.406 -3.522 -3.582 0.14
H 1.846 -1.799 -3.815 0.10
H -0.482 -2.032 -4.159 0.10
H -0.076 -1.027 -2.733 0.05
H -0.664 -2.702 -2.582 0.07
C 0.952 3.409 1.041 -0.06
C 0.542 4.037 -0.329 -0.23
N -0.635 3.296 -0.849 -0.28
C -1.873 3.592 -0.102 -0.22
C -2.454 5.031 -0.338 -0.04
C -0.733 3.584 -2.300 -0.25
C -1.839 2.707 -2.936 -0.06
H 0.356 3.852 1.839 0.08
H 1.965 3.739 1.270 0.08
H 0.921 2.320 0.995 0.04
H 0.461 5.123 -0.287 0.12
H 1.363 3.876 -1.028 0.11
H -1.601 3.526 0.951 0.10
H -2.596 2.817 -0.356 0.10
H -2.898 4.952 -1.330 0.07
H -1.623 5.734 -0.400 0.07
H -3.116 5.295 0.487 0.09
H -0.830 4.655 -2.474 0.12
H 0.124 3.288 -2.905 0.11
H -1.982 2.976 -3.982 0.09
H -1.558 1.654 -2.956 0.06
H -2.799 2.811 -2.431 0.07
C -0.549 0.993 3.660 -0.06
C 0.217 -0.210 3.183 -0.24
O 0.864 -0.852 4.278 0.02
C 0.318 -1.937 4.902 -0.30
O -0.799 -2.397 4.638 0.14
C 1.304 -2.740 5.782 -0.61
F 1.709 -3.822 5.079 0.16
F 2.320 -1.991 6.129 0.20
F 0.708 -3.190 6.839 0.22
H -1.063 1.585 2.903 0.06
H 0.153 1.627 4.203 0.09
H -1.345 0.667 4.330 0.09
H 0.965 0.257 2.542 0.10
H -0.387 -0.878 2.569 0.10
C -3.654 -0.316 1.020 -0.02
C -3.522 -1.756 0.559 -0.46
O -3.832 -2.652 1.339 0.07
C -2.720 -2.048 -0.684 -0.03
H -4.434 -0.201 1.773 0.09
H -3.872 0.263 0.123 0.07
H -2.753 0.171 1.392 0.06
H -3.262 -2.741 -1.328 0.10
H -1.737 -2.422 -0.399 0.06
H -2.561 -1.118 -1.230 0.06


(3)
21
Properties=species:S:1:pos:R:3:nbo_charge:R:1 method="wB97M-V/def2-TZVPD" de_lowest_kcal_mol=63.40 smiles=C[C@@H]1c2ncsc2C1(C)C lumo_ev=0.714 e_tot_ha=-764.2482 largest_force_ev_per_a=4.84
C -1.322 1.898 -0.419 -0.64
C -0.675 0.895 0.508 -0.09
C 1.162 0.955 0.288 0.12
N 2.381 1.509 0.211 -0.44
C 3.225 0.621 -0.060 -0.11
S 2.602 -0.997 -0.312 0.36
C 1.068 -0.355 0.070 -0.27
C -0.383 -0.606 0.213 -0.12
C -0.836 -1.124 -1.141 -0.61
C -0.862 -1.526 1.319 -0.60
H -0.870 1.778 -1.490 0.22
H -1.003 2.862 -0.139 0.23
H -2.475 1.627 -0.368 0.21
H -0.839 0.973 1.555 0.21
H 4.240 0.593 -0.478 0.21
H -0.887 -2.198 -1.020 0.21
H -0.013 -0.837 -1.974 0.22
H -1.832 -0.729 -1.510 0.22
H -1.903 -1.562 1.421 0.22
H -0.242 -1.248 2.271 0.22
H -0.536 -2.529 1.056 0.21